{
  "formula": "C24H42DyNP3S",
  "method": "ωB97M-V/def2-TZVPD",
  "homo_energy_ev": [-16.01, -16.02],
  "max_force_ev_per_a": 5.0,
  "s_squared": 9.34,
  "orbital_gap_ev": [6.3, 6.4],
  "spin_multiplicity": 6,
  "total_charge": 3,
  "symbols": ["Dy", "P", "P", "P", "H", "C", "C", "H", "C", "C", "C", "C", "C", "C", "C", "C", "C", "H", "H", "H", "H", "H", "H", "H", "H", "H", "H", "H", "H", "H", "H", "H", "H", "H", "H", "H", "H", "H", "H", "H", "H", "H", "H", "H", "H", "H", "C", "C", "C", "C", "C", "C", "S", "H", "H", "H", "H", "H", "H", "N", "C", "C", "C", "C", "C", "C", "C", "H", "H", "H", "H", "H"],
  "coordinates": [[0.471881, 1.719290, 0.167601], [-0.980157, 1.272936, -2.282238], [-0.787430, -0.811710, 0.774972], [3.740808, -2.381147, -1.819497], [2.888766, 3.237244, 0.051502], [2.520782, 2.528113, -0.698655], [1.342215, 2.979383, -1.433435], [0.977240, 3.990937, -1.136158], [-2.182440, 2.691028, -2.195407], [-2.125761, -0.108382, -2.684294], [-0.309285, 1.519751, -3.984856], [-0.027045, -1.416963, 2.328710], [-2.499915, -0.429616, 1.335383], [-1.040350, -2.352790, -0.172467], [4.800589, -2.667811, -3.238500], [2.082157, -1.919383, -2.347938], [3.643922, -3.865346, -0.799890], [3.366029, 2.193923, -1.329342], [1.394066, 2.802428, -2.508764], [-1.675276, 3.593367, -1.813563], [-3.015641, 2.433555, -1.518615], [-2.562737, 2.880654, -3.214392], [-2.700324, -0.407087, -1.798793], [-1.524596, -0.957743, -3.037771], [-2.818268, 0.198200, -3.483689], [0.598729, 2.132096, -3.984172], [-1.070466, 2.015171, -4.608002], [-0.063338, 0.533961, -4.408667], [-0.187104, -2.501871, 2.402089], [-0.499828, -0.919895, 3.186717], [1.053318, -1.204899, 2.332991], [-3.076605, -1.366179, 1.387117], [-2.991981, 0.257382, 0.627037], [-2.465423, 0.036255, 2.332390], [-1.799331, -2.951585, 0.350023], [-0.100331, -2.915393, -0.220278], [-1.396798, -2.120210, -1.182766], [5.035257, -3.733631, -3.320753], [5.722856, -2.099056, -3.113341], [4.306133, -2.321158, -4.151021], [1.733657, -2.634076, -3.122193], [2.077223, -0.908374, -2.782423], [1.373239, -1.925280, -1.502950], [4.443884, -4.558695, -1.090193], [2.659428, -4.334796, -0.909309], [3.787027, -3.581161, 0.246864], [3.257016, 1.046814, 2.066979], [3.808057, 0.123134, 2.982782], [3.665125, 0.294244, 4.356435], [3.087378, 1.454477, 4.872429], [2.660369, 2.445552, 3.990702], [2.760508, 2.265902, 2.599814], [3.280625, 0.462296, 0.407885], [4.245840, -1.350456, -1.005268], [4.349490, -0.720504, 2.549278], [3.993748, -0.493096, 5.026151], [2.994806, 1.584267, 5.946948], [2.260569, 3.385584, 4.383038], [2.503537, 3.106231, 1.939675], [-0.972107, 3.106168, 1.261693], [-2.078537, 3.205119, 1.656722], [-3.426057, 3.195065, 2.031678], [-3.833868, 2.480925, 3.175803], [-5.184275, 2.276871, 3.420296], [-6.151416, 2.808849, 2.566972], [-5.754408, 3.553326, 1.446641], [-4.400398, 3.750365, 1.175523], [-3.083749, 2.101399, 3.863272], [-5.493499, 1.694076, 4.286742], [-7.216742, 2.645407, 2.763601], [-6.509006, 3.985440, 0.780428], [-4.092412, 4.361142, 0.316646]],
  "forces_ev_per_a": [[-1.238, -2.242, 1.984], [-1.089, 0.127, -1.032], [-0.369, -0.221, 0.559], [-0.100, -0.476, 0.087], [0.044, -0.748, 0.181], [3.490, 2.178, -2.772], [1.467, 0.050, -0.373], [0.161, -0.726, 0.105], [0.252, -0.058, 0.259], [0.025, 0.029, 0.134], [0.377, -0.078, 0.148], [0.202, -0.103, 0.009], [-0.087, 0.105, -0.227], [0.020, 0.093, -0.210], [0.063, 0.250, -0.173], [-0.466, 0.175, -0.217], [0.077, 0.071, 0.193], [-0.651, 0.453, 0.469], [-0.062, 0.157, 0.549], [-0.284, -0.235, -0.239], [0.282, 0.126, -0.284], [0.045, -0.019, 0.539], [0.037, 0.025, -0.276], [-0.280, 0.152, 0.066], [0.230, -0.134, 0.264], [-0.317, -0.149, -0.225], [0.288, -0.293, 0.189], [-0.094, 0.357, 0.045], [0.062, 0.302, 0.169], [0.241, -0.171, -0.180], [-0.306, -0.138, 0.104], [0.095, 0.381, 0.095], [0.023, -0.253, 0.310], [-0.077, -0.124, -0.392], [0.282, 0.055, -0.162], [-0.262, 0.047, -0.029], [0.137, -0.252, 0.279], [-0.072, 0.195, -0.017], [0.051, -0.113, -0.041], [0.089, -0.097, 0.102], [0.227, 0.321, 0.446], [0.124, -0.298, 0.038], [0.403, -0.074, -0.270], [-0.285, 0.112, 0.115], [0.287, -0.013, -0.065], [-0.046, -0.127, -0.102], [0.350, 0.299, 1.836], [-0.363, 0.121, -0.387], [0.089, 0.022, -0.234], [-0.167, 0.031, -0.396], [0.104, 0.031, -0.036], [-0.329, -0.509, -0.595], [-2.172, 1.842, -0.716], [-0.017, -0.227, -0.389], [-0.282, -0.050, 0.441], [0.173, 0.161, -0.053], [-0.007, 0.028, -0.205], [0.197, -0.325, -0.208], [-0.019, -0.332, 0.379], [-2.422, 0.424, 1.154], [2.215, -0.238, -0.907], [-1.158, -0.012, 0.222], [0.036, -0.063, 0.055], [0.055, -0.041, 0.178], [0.134, 0.120, -0.369], [0.113, 0.095, -0.035], [-0.200, 0.274, -0.272], [-0.124, -0.043, -0.069], [0.121, 0.212, -0.153], [0.478, 0.077, -0.055], [0.365, -0.156, 0.303], [-0.161, -0.366, 0.354]],
  "lowdin_spin": [5.083, -0.017, -0.011, 0.000, 0.001, 0.006, 0.006, 0.001, 0.001, -0.004, -0.002, 0.002, 0.001, -0.003, 0.000, 0.000, 0.000, -0.001, 0.002, 0.000, 0.000, 0.000, 0.000, 0.000, -0.001, 0.000, 0.000, 0.000, 0.000, 0.000, 0.000, 0.000, 0.000, 0.000, -0.001, 0.000, 0.000, 0.000, 0.000, 0.000, 0.000, 0.000, 0.000, 0.000, 0.000, 0.000, -0.003, -0.001, -0.001, 0.000, 0.000, -0.002, -0.035, 0.000, 0.000, 0.000, 0.000, 0.000, 0.000, -0.017, 0.000, 0.000, 0.000, 0.000, 0.000, 0.000, 0.000, 0.000, 0.000, 0.000, 0.000, 0.000]
}